No. 1
ORCA calculation (wB97M-V/def2-TZVPD) on 2 unconnected molecules or ions with the total composition C13H23N2O at a distorted geometry.

Summary:
M (g mol⁻¹): 223.340
LUMO level (Ha): -0.1430
Charge: +1
Gap between HOMO and LUMO (eV): 7.8527
ΔE to the lowest compared entry with this formula, charge and spin (eV): 0.4252
HOMO energy (eV): -11.74
Energy (hartree): -693.6219

Last column: Löwdin charge in e.
Geometry (Å):
C  0.85097  1.82857  -0.13068  -0.104
N  -0.01318  1.08598  0.79330  -0.346
C  0.40868  -0.30983  0.90684  -0.120
C  -0.02738  1.72633  2.11109  -0.100
H  0.53296  2.88111  -0.20658  0.089
H  1.89826  1.82824  0.23700  0.095
H  0.84368  1.38106  -1.13654  0.085
H  -0.24109  -0.84193  1.61158  0.079
H  0.38576  -0.82257  -0.06386  0.083
H  1.44028  -0.37423  1.30013  0.095
H  -0.68219  1.17833  2.79143  0.083
H  0.98743  1.71676  2.54167  0.092
H  -0.35084  2.76847  2.04824  0.083
C  -4.30585  7.01345  -0.58554  -0.046
O  -3.77555  6.19791  -1.65220  -0.069
C  -3.46164  4.89574  -1.35424  -0.226
C  -2.98937  4.10422  -2.42845  0.018
C  -2.65660  2.78692  -2.22275  -0.011
C  -2.74450  2.19399  -0.94097  -0.215
C  -2.45399  0.78622  -0.71482  0.035
N  -3.35240  -0.07064  -0.24184  -0.120
C  -3.06321  -1.51357  -0.18032  0.006
C  -4.72726  0.31049  0.12223  0.000
C  -3.27429  2.97424  0.10975  -0.035
C  -3.58685  4.30973  -0.06638  0.010
H  -4.49705  7.98356  -1.02861  0.097
H  -5.23808  6.58372  -0.20297  0.099
H  -3.57101  7.10628  0.22315  0.099
H  -2.88883  4.58880  -3.39532  0.132
H  -2.34117  2.18055  -3.08520  0.132
H  -1.58833  0.33625  -1.19905  0.141
H  -3.89514  -2.01010  0.32695  0.096
H  -2.94281  -1.95371  -1.17675  0.113
H  -2.13633  -1.65874  0.39115  0.087
H  -5.31294  -0.61227  0.20622  0.097
H  -4.73350  0.79312  1.10623  0.101
H  -5.21864  0.96101  -0.60603  0.115
H  -3.41672  2.50676  1.08080  0.117
H  -3.92077  4.90459  0.78641  0.114

Atomic forces in eV per Å
C 0.2 0.1 0.2
N -0.5 0.1 -0.3
C 0.3 0.2 0.2
C 0.4 -0.2 -0.1
H 0.0 -0.4 0.0
H -0.2 0.0 -0.2
H -0.1 0.1 0.3
H 0.1 0.1 -0.1
H 0.0 0.2 0.1
H -0.1 -0.1 -0.1
H 0.0 0.1 -0.1
H -0.1 0.1 0.1
H -0.1 -0.2 -0.1
C 0.2 -0.4 -0.1
O 0.2 -1.2 0.7
C -0.1 0.4 0.1
C -0.3 0.7 0.5
C 0.6 -0.7 -0.1
C -0.8 0.7 0.5
C -1.6 -1.1 -0.7
N 0.9 1.1 -0.8
C 0.5 -0.2 0.3
C -0.4 -0.1 0.7
C 0.4 -0.3 -0.4
C -0.1 0.6 -0.4
H 0.0 0.0 0.0
H 0.1 0.1 -0.1
H -0.1 0.0 -0.1
H -0.1 -0.2 0.1
H 0.0 0.3 0.5
H 0.0 0.0 0.4
H 0.4 0.1 -0.1
H -0.1 0.3 0.1
H -0.3 -0.1 -0.2
H 0.2 0.3 -0.1
H -0.1 -0.1 -0.3
H 0.5 0.0 0.0
H 0.2 0.3 -0.1
H 0.0 -0.3 -0.4

=====

No. 2
ORCA calculation (wB97M-V/def2-TZVPD) on a molecular structure, C13H23N2O2PPt at a distorted geometry.

Summary:
M (g mol⁻¹): 465.391
LUMO level (alpha / beta) (Ha): -0.4138 / -0.5858
Charge: +3
Spin multiplicity: 6
Gap between HOMO and LUMO (alpha / beta) (eV): 5.7862 / 5.2294
HOMO energy (alpha / beta) (eV): -17.05 / -21.17
Energy (hartree): -1228.4645

Last column: Löwdin spin population.
Geometry (Å):
C  -0.63851  2.32414  -1.71417  0.062
C  -0.10472  1.26831  -2.62578  0.268
N  0.29544  0.13878  -2.02333  0.378
C  0.52482  -1.01520  -2.76180  0.158
C  0.60737  -0.89127  -4.17935  0.345
C  0.36924  0.32885  -4.78703  0.057
C  -0.03346  1.42048  -4.01082  0.140
C  0.61994  -2.21541  -2.05257  0.513
P  0.44631  -2.20906  -0.28059  0.319
H  -0.29622  2.38900  -4.42722  0.004
H  0.84880  -1.78674  -4.74799  0.012
H  0.47304  0.43846  -5.86500  -0.001
C  1.30437  2.95062  -0.44052  0.048
C  -0.84656  2.77360  0.68170  0.040
H  0.75629  -3.13846  -2.61410  0.022
H  -1.72608  2.22068  -1.58378  0.018
H  -0.41983  3.32576  -2.10845  0.017
C  1.83138  -3.18445  0.39047  0.085
C  -0.98609  -3.26305  0.09635  0.069
H  1.76718  -3.21602  1.48746  0.003
H  1.77124  -4.21087  0.00009  0.014
H  2.78980  -2.74395  0.09265  0.000
H  -1.17276  -3.26310  1.17957  0.005
H  -1.87546  -2.90700  -0.43973  0.000
H  -0.77232  -4.29351  -0.22681  0.011
H  -0.97827  3.84729  0.50296  0.016
H  -1.81817  2.27403  0.63869  0.005
H  -0.40700  2.62614  1.67043  0.008
H  1.09449  3.98263  -0.76321  0.019
H  1.78592  2.96900  0.53958  0.002
H  1.97378  2.48646  -1.16889  0.005
C  0.05097  -0.00935  1.85797  0.171
O  -0.16157  -0.08097  2.99344  0.093
Pt  0.40476  0.04736  0.02772  1.202
O  -2.76862  -0.13549  -0.62691  0.050
H  -2.95721  -0.85555  0.00336  0.001
H  -2.94041  -0.53102  -1.50064  0.000
N  0.02810  2.18845  -0.36355  0.379
C  2.53299  0.01074  0.23833  0.370
H  2.98215  -0.39317  -0.67860  0.026
H  2.92561  1.01132  0.43294  0.043
H  2.78626  -0.64976  1.07504  0.025

Atomic forces in eV per Å
C 0.5 -0.3 0.7
C -0.4 1.4 -0.9
N 0.5 -3.1 -1.6
C -0.7 2.0 1.4
C 0.0 -0.9 -0.2
C -0.4 1.7 -0.3
C 0.4 -0.1 -0.8
C 0.3 -0.7 -0.3
P -1.1 -3.4 -0.4
H 0.0 -0.2 -0.2
H 0.1 0.2 -0.1
H -0.1 -0.1 0.1
C 0.6 -0.4 0.2
C -0.4 -0.4 0.2
H 0.0 0.1 0.1
H 0.1 -0.1 -0.2
H -0.3 -0.2 -0.1
C 0.6 0.3 0.1
C -0.3 -0.1 -0.3
H 0.0 0.0 -0.3
H -0.2 0.2 0.0
H -0.2 -0.1 0.1
H 0.1 0.0 -0.2
H 0.2 -0.1 0.2
H -0.1 0.2 0.1
H 0.1 -0.1 0.0
H 0.1 0.1 0.1
H 0.1 0.1 -0.1
H -0.1 -0.3 0.2
H -0.1 0.1 -0.1
H 0.0 0.1 0.0
C -2.2 0.5 6.9
O 1.0 -0.1 -3.6
Pt 2.9 0.7 1.0
O 0.5 -0.6 -0.3
H -0.2 0.5 -0.2
H -0.3 0.2 0.4
N -1.9 2.9 -1.7
C 1.1 -0.5 -0.2
H -0.1 0.2 0.1
H -0.1 -0.1 0.1
H -0.1 0.3 0.0

=====

No. 3
ORCA calculation (wB97M-V/def2-TZVPD) on a molecular structure, C13H23N2O3PV at a distorted geometry.

Summary:
M (g mol⁻¹): 337.256
LUMO level (alpha / beta) (Ha): -0.3550 / -0.3549
Charge: +2
Spin multiplicity: 2
Gap between HOMO and LUMO (alpha / beta) (eV): 5.9664 / 5.9676
HOMO energy (alpha / beta) (eV): -15.63 / -15.63
Energy (hartree): -2128.8475

Last column: Löwdin spin population.
Geometry (Å):
C  0.51140  3.25966  -2.11826  0.000
C  -0.76664  2.77112  -1.82026  0.000
C  -0.93803  1.72590  -0.88429  0.000
C  0.18212  1.20477  -0.25211  0.000
C  1.46161  1.67647  -0.55591  0.000
C  1.63495  2.74604  -1.45837  0.000
C  -2.29484  1.21927  -0.48154  0.000
C  -2.31198  -0.29778  -0.16609  0.000
N  -2.65348  -1.04350  -1.37169  0.000
V  -0.35204  -0.09943  1.45394  0.002
C  2.57004  0.97519  0.15704  0.000
P  1.75118  -0.71480  0.53262  0.000
H  -1.65020  3.19467  -2.30781  0.000
H  2.63238  3.15631  -1.64120  0.000
H  0.63474  4.03778  -2.87166  0.000
H  2.85521  1.47072  1.09940  0.000
H  3.49610  0.88244  -0.43048  0.000
H  -2.63544  1.72602  0.43863  0.000
H  -3.01058  1.42047  -1.28253  0.000
H  -1.30130  -0.70564  0.16926  0.000
C  3.18599  -1.34013  1.43705  0.000
C  2.05293  -1.44509  -1.08964  0.000
H  -3.11684  -0.52944  0.54730  0.000
C  -1.59283  -1.08833  -2.34129  0.000
C  -3.22383  -2.34487  -1.09710  0.000
H  0.18271  -0.18407  3.94721  0.003
H  -1.94924  -1.62034  -3.23358  0.000
H  -1.31319  -0.07052  -2.63324  0.000
H  -0.65986  -1.58058  -1.97949  0.000
H  -3.49206  -2.83394  -2.03827  0.000
H  -2.55667  -3.01822  -0.52602  0.000
H  -4.13808  -2.21035  -0.50993  0.000
H  3.12737  -1.39385  -1.30415  0.000
H  1.72072  -2.48576  -1.05677  0.000
H  1.48631  -0.88804  -1.83711  0.000
H  4.09606  -1.17316  0.84963  0.000
H  3.31928  -0.83784  2.39897  0.000
H  3.10142  -2.41326  1.61110  0.000
H  0.25161  -1.45165  0.50959  0.000
O  -1.10108  0.05048  6.49039  0.317
N  0.05556  -0.31721  6.29643  0.396
O  1.06766  0.32693  6.12791  0.278
O  -0.31918  0.24352  3.22233  0.004

Atomic forces in eV per Å
C -0.2 -0.2 0.3
C 0.0 -0.5 0.3
C -0.5 0.9 -0.2
C 0.0 -0.8 1.3
C 0.5 1.1 -0.2
C -0.2 -0.8 0.4
C 0.4 0.0 0.6
C -2.9 0.2 -2.4
N 1.0 0.1 1.6
V 1.1 1.6 0.2
C -0.8 0.2 0.6
P 3.9 2.2 -1.8
H 0.3 -0.2 0.1
H -0.4 -0.2 0.0
H -0.1 -0.1 0.3
H -0.2 -0.1 -0.2
H -0.4 -0.4 0.1
H 0.0 0.2 -0.5
H -0.1 -0.2 0.3
H 0.0 -0.8 -0.5
C -0.4 -1.2 1.5
C -0.6 -0.5 -0.1
H 0.6 0.0 0.2
C 0.3 0.3 -0.8
C -0.5 -0.5 0.3
H -0.4 0.4 -0.2
H 0.2 0.2 0.3
H 0.0 -0.2 -0.1
H -0.4 -0.1 0.1
H 0.1 0.1 0.2
H 0.0 0.1 -0.2
H 0.1 -0.1 -0.1
H -0.3 0.0 0.1
H 0.1 0.0 -0.3
H 0.1 -0.1 -0.1
H -0.5 0.2 -0.3
H -0.1 -0.1 -0.1
H 0.1 0.0 0.2
H -0.4 0.3 1.0
O 2.9 -1.3 -0.5
N -1.7 2.5 0.5
O -1.3 -1.2 0.1
O 0.6 -0.9 -2.2